1.
The following is a DFT calculation (wB97M-V/def2-TZVPD) of a structure of composition C41H35CeClN2Si2 at a distorted geometry.

The HOMO energy (alpha / beta) comes out at -0.425 / -0.425 hartree. For the max |F|, the calculation gives 6.8 eV/A. The calculation puts the HOMO-LUMO gap (alpha / beta) at 0.131 / 0.131 Eh. The total energy comes out at -87255.940 eV.

Structure (ORCA input):
```
! RIJCOSX wB97M-V def2-TZVPD def2/J DEFGRID3
* xyz 2 1
C 0.568 2.153 0.912
C -0.488 -2.144 -4.502
C 0.451 4.572 -5.426
C -1.085 3.381 -3.994
C 0.886 -1.942 -4.295
H -0.284 3.843 -8.822
C 0.652 0.533 -4.496
H -1.235 -2.960 1.336
C -1.253 0.769 -7.659
C 1.398 -4.343 -9.473
H 4.279 -3.908 2.941
C -0.717 0.310 -4.668
H 2.660 2.813 -4.630
H -0.064 -3.356 -10.735
H 2.691 2.264 5.256
C -2.117 4.259 -4.352
C 2.393 -0.565 2.553
H -2.167 0.231 -7.400
H -1.629 -0.828 -2.483
H -1.423 1.129 -4.782
H 1.466 4.711 -5.800
H -2.637 6.024 -5.487
H 1.696 -5.051 -10.241
H 0.099 2.299 -0.064
C 3.749 -2.963 2.874
N 1.121 0.937 1.130
C 2.911 -2.724 1.775
C 2.018 -4.368 -8.217
C 1.145 0.887 -7.839
C 3.287 0.284 4.675
H 3.874 0.099 5.575
H 4.507 -2.140 4.732
C -1.275 -2.162 0.591
H -1.269 -3.288 -1.375
H 2.120 -3.498 -6.233
C 0.642 -2.531 -7.497
H 2.772 -3.469 0.983
H -1.459 -0.307 1.856
C 0.179 3.477 -4.594
H 1.309 3.762 3.829
H -0.983 -3.110 -4.408
H -2.335 2.510 -8.339
H -1.281 2.613 -3.244
C 1.041 2.191 -8.347
C 0.004 0.206 -7.432
Si 0.220 -1.303 -6.182
C -1.460 -1.042 -1.429
H 0.098 4.126 1.630
Si 1.435 2.212 -4.163
H -3.110 4.134 -3.912
C 1.430 -0.681 -4.755
C 0.589 3.185 1.861
C -1.451 -0.060 -0.382
H 1.633 2.160 -2.693
C 0.400 -3.398 -9.749
C 0.026 -2.486 -8.757
Ce 0.878 -1.091 -0.442
C -1.852 5.303 -5.247
C -1.352 2.065 -8.185
H 1.530 -2.716 -3.903
C -1.231 -1.006 -5.015
C 3.889 -1.987 3.850
H 2.500 -0.595 -4.916
H -0.723 -1.718 -8.982
C -0.206 2.804 -8.485
H -2.256 -1.136 -5.370
C 2.631 1.481 4.497
H 2.817 -5.080 -8.019
C 1.634 -3.475 -7.214
H -0.340 6.337 -6.413
C -1.375 -0.764 0.866
C 1.242 2.985 3.069
C 1.754 0.722 2.326
Cl 2.998 -1.027 -1.884
C 3.209 -0.764 3.710
N 2.245 -1.553 1.616
H -1.544 1.014 -0.526
C -0.560 5.480 -5.763
H 1.942 2.740 -8.623
H 2.133 0.432 -7.728
C -1.311 -2.339 -0.834
C 1.866 1.749 3.317
*
```

=====

2.
The following is a DFT calculation (wB97M-V/def2-TZVPD) of a cluster of 2 separate species, C23H45F4NO2S in total at a distorted geometry.

The HOMO energy comes out at -0.211 hartree. For the max |F|, the calculation gives 4.5 eV/A. The calculation puts the HOMO-LUMO gap at 0.162 Eh. The total energy comes out at -51864.745 eV.

Structure (ORCA input):
```
! RIJCOSX wB97M-V def2-TZVPD def2/J DEFGRID3
* xyz 0 1
H -0.682 -0.860 -1.008
C -0.407 0.023 -0.338
H 3.660 0.251 1.736
H -3.728 -0.089 1.827
H 2.083 -2.556 1.358
H -3.758 -3.314 -0.259
C 1.311 -3.568 -1.268
F 2.702 2.809 0.490
C -4.094 -0.934 1.147
H -1.277 -3.372 -1.220
C -3.589 -2.292 1.808
O 3.700 3.401 -2.075
H 3.462 -3.998 -0.570
H -1.462 -5.240 -0.950
H 0.692 -4.136 0.868
C 1.253 4.765 -1.826
C -3.408 -3.514 0.795
S -0.559 -0.623 1.406
F 4.733 3.522 0.752
C 0.430 -4.376 -0.214
H 0.658 0.348 -0.528
H 1.447 0.602 3.333
C -0.683 0.806 2.577
C -3.016 0.893 -0.483
H 3.220 -2.519 -1.600
H 0.631 2.168 3.766
C -1.454 1.176 -0.670
H -3.840 0.771 -2.451
N -3.569 1.508 -1.775
H 4.248 -2.210 2.148
H -4.372 -0.744 -1.037
H -1.227 -3.410 1.552
H -4.064 -4.360 1.191
H 4.453 5.079 -1.144
C 2.756 -3.137 -0.756
C 3.599 4.378 -1.204
C 3.514 3.873 0.282
H -0.212 1.770 -2.518
H -1.398 1.575 2.160
H 0.710 5.558 -2.351
C -1.235 1.367 -2.270
H 4.936 -2.398 0.413
H 0.758 -2.604 -1.522
C -1.899 -4.043 0.901
C 4.181 -1.851 1.068
H -1.924 -5.073 1.395
C -3.500 -0.633 -0.299
H -2.707 -1.354 -0.650
C -2.522 2.246 -2.585
C 4.428 -0.267 1.082
H -1.095 0.392 3.551
H -5.224 -0.832 1.107
H 0.776 3.459 -0.166
F -2.270 3.566 -2.173
H 0.582 5.176 0.195
H -3.442 1.582 0.318
H -0.604 4.325 -0.819
H 1.299 3.920 -2.523
H -1.512 0.332 -2.665
H 1.279 1.860 2.028
H -2.660 2.157 -3.713
H -4.307 2.217 -1.645
H 0.712 -5.477 -0.343
H -4.390 -2.595 2.565
C -1.162 -4.235 -0.500
C 0.759 1.409 2.932
F 3.076 4.856 1.117
C 2.701 -2.145 0.504
H -1.246 2.087 -0.038
H 1.379 -4.178 -2.221
C 0.460 4.418 -0.580
H 5.453 0.000 1.493
O 2.523 5.303 -1.556
H -2.674 -2.045 2.421
H 2.246 -1.148 0.186
H 4.363 0.181 0.042
*
```

=====

3.
The following is a DFT calculation (wB97M-V/def2-TZVPD) of the molecule C5H8N2O at a distorted geometry.

The HOMO energy comes out at -0.311 hartree. The value obtained for the relative energy (zero: lowest compared OMol25 entry of this formula, charge and spin) is 378.9 kJ/mol. For the max |F|, the calculation gives 5.6 eV/A. The calculation puts the HOMO-LUMO gap at 0.343 Eh. As for the SMILES: OC[C@H]1[C@@H]2N=CN[C@H]12. The total energy comes out at -10338.799 eV.

Structure (ORCA input):
```
! RIJCOSX wB97M-V def2-TZVPD def2/J DEFGRID3
* xyz 0 1
N 1.532 1.166 -0.032
H -0.662 1.330 -0.606
N 1.527 -1.220 -0.234
O -2.396 0.392 -0.606
H -0.442 -1.033 -1.320
H -0.117 -0.628 1.767
C 2.122 -0.054 0.049
H -2.506 -1.021 1.055
C -0.431 -0.331 0.727
H -2.166 0.577 1.370
C -1.915 -0.229 0.662
H 1.694 1.787 0.700
C 0.225 -0.716 -0.558
H 3.148 0.192 0.678
C 0.181 0.732 -0.184
H -2.291 -0.363 -1.113
*
```

=====

4.
The following is a DFT calculation (wB97M-V/def2-TZVPD) of a cluster of 2 separate species, C14H16O2 in total at a distorted geometry.

The HOMO energy comes out at -0.290 hartree. The value obtained for the relative energy (zero: lowest compared OMol25 entry of this formula, charge and spin) is 243.2 kJ/mol. For the max |F|, the calculation gives 4.8 eV/A. The calculation puts the HOMO-LUMO gap at 0.319 Eh. As for the SMILES: Cc1ccc(O)cc1.Cc1ccc(O)cc1. The total energy comes out at -18870.114 eV.

Structure (ORCA input):
```
! RIJCOSX wB97M-V def2-TZVPD def2/J DEFGRID3
* xyz 0 1
H 2.186 -0.955 -4.410
C -0.419 -0.673 2.536
C -1.328 -1.230 1.563
C -2.809 -1.430 3.517
H -4.832 -0.549 3.792
H 2.210 -1.369 -1.993
C 1.838 1.664 -5.605
C 2.208 0.692 -1.498
H 2.779 2.250 -5.763
C 1.938 1.225 -4.175
H 0.841 2.258 -5.895
O 0.757 -0.273 1.939
C -4.218 -1.333 4.105
O 2.255 0.357 -0.182
H -4.765 -2.239 3.867
H 0.195 -0.158 4.474
C -0.587 -0.567 3.904
H -3.432 -2.068 1.485
C 2.126 -0.145 -3.759
C -2.607 -1.596 2.105
H -1.050 -1.444 0.548
C 1.923 2.282 -3.169
H 2.166 2.853 -1.053
H 1.779 0.783 -6.193
H -2.053 -0.791 5.426
C -1.770 -0.991 4.426
H -4.191 -1.434 5.138
H 1.515 -0.699 2.332
H 1.318 0.465 0.375
C 2.041 2.101 -1.788
H 1.790 3.353 -3.616
C 2.196 -0.341 -2.434
*
```

=====

5.
The following is a DFT calculation (wB97M-V/def2-TZVPD) of a structure of composition C2H11NO3 at a distorted geometry.

The HOMO energy comes out at -0.336 hartree. The value obtained for the relative energy (zero: lowest compared OMol25 entry of this formula, charge and spin) is 847.1 kJ/mol. For the max |F|, the calculation gives 3.8 eV/A. The calculation puts the HOMO-LUMO gap at 0.160 Eh. The total energy comes out at -9876.421 eV.

Structure (ORCA input):
```
! RIJCOSX wB97M-V def2-TZVPD def2/J DEFGRID3
* xyz 0 1
H -0.245 1.988 1.043
O 2.058 -1.459 -0.259
H -0.043 0.557 2.011
O -1.425 -0.659 -0.913
H -0.724 0.435 0.267
O -2.566 -0.007 1.070
H 2.266 -2.363 -0.510
H -2.049 -0.420 0.004
H 0.354 0.114 -1.303
C -0.036 0.905 0.983
H 0.949 1.807 -1.598
C 1.183 0.847 -1.119
N 1.254 0.910 0.311
H -3.176 -0.536 1.586
H 1.811 0.078 0.599
H 2.071 0.415 -1.576
H -1.165 -1.589 -0.876
*
```